(1)
{
  "formula": "C2H2O",
  "method": "ωB97M-V/def2-TZVPD",
  "elements": ["C", "C", "O", "H", "H"],
  "positions_angstrom": [[0.388, -0.331, -0.417], [-0.160, 0.121, 0.639], [-0.598, 0.324, -0.952], [1.069, -0.933, -0.876], [-0.698, 0.818, 1.605]],
  "atomic_forces_ev_per_a": [[0.077, 0.053, 1.545], [-2.401, 2.883, 4.298], [-1.950, 1.321, -1.255], [1.988, -1.512, -0.933], [2.286, -2.744, -3.654]],
  "e_lumo_ha": 0.040,
  "relative_energy_ev": 4.2063,
  "e_homo_ev": -8.31,
  "gap_ha": 0.3456,
  "e_tot_ha": -152.4485,
  "fmax_ev_per_a": 5.70,
  "smiles": "C1=CO1"
}

(2)
{
  "formula": "C43H45ClN10O9Sr",
  "method": "ωB97M-V/def2-TZVPD",
  "elements": ["Sr", "C", "O", "C", "C", "C", "C", "C", "C", "C", "N", "C", "C", "N", "C", "C", "C", "C", "N", "C", "C", "N", "C", "C", "C", "C", "H", "H", "H", "H", "H", "H", "H", "H", "H", "H", "H", "H", "H", "H", "O", "C", "O", "C", "C", "C", "C", "O", "C", "O", "C", "C", "H", "H", "H", "H", "H", "C", "C", "N", "C", "C", "N", "C", "C", "H", "H", "H", "H", "H", "H", "H", "H", "H", "H", "H", "H", "O", "Cl", "O", "O", "O", "N", "C", "C", "N", "C", "H", "H", "H", "H", "N", "C", "N", "C", "C", "C", "C", "C", "H", "H", "H", "H", "H", "H", "H", "H", "H", "H"],
  "positions_angstrom": [[1.604, 0.360, 0.083], [-9.905, -5.804, -5.567], [-9.502, -5.942, -4.215], [-8.436, -5.215, -3.802], [-7.732, -4.322, -4.605], [-6.653, -3.629, -4.077], [-6.257, -3.806, -2.758], [-6.975, -4.701, -1.964], [-8.049, -5.398, -2.475], [-5.103, -3.054, -2.255], [-4.477, -2.106, -2.909], [-3.462, -1.703, -2.079], [-3.475, -2.412, -0.908], [-4.537, -3.277, -1.026], [-2.526, -2.212, 0.140], [-2.490, -2.945, 1.332], [-1.513, -2.679, 2.257], [-0.593, -1.665, 1.978], [-0.613, -0.946, 0.873], [-1.547, -1.216, -0.064], [-1.509, -0.467, -1.308], [-0.513, 0.428, -1.472], [-0.443, 1.077, -2.614], [-1.344, 0.908, -3.666], [-2.360, 0.006, -3.513], [-2.457, -0.709, -2.312], [-10.745, -6.478, -5.702], [-9.102, -6.087, -6.251], [-10.223, -4.781, -5.784], [-8.011, -4.161, -5.636], [-6.096, -2.936, -4.694], [-6.711, -4.860, -0.925], [-8.610, -6.093, -1.864], [-4.819, -3.978, -0.366], [-3.221, -3.724, 1.515], [-1.444, -3.237, 3.181], [0.198, -1.424, 2.679], [0.378, 1.780, -2.709], [-1.221, 1.477, -4.577], [-3.086, -0.182, -4.293], [2.248, 2.724, 0.168], [3.471, 2.440, 0.330], [3.912, 1.267, 0.302], [4.435, 3.568, 0.588], [4.000, 4.882, 0.525], [4.870, 5.952, 0.757], [6.170, 5.633, 1.053], [7.207, 6.483, 1.325], [8.356, 5.658, 1.524], [7.942, 4.297, 1.441], [6.607, 4.322, 1.121], [5.770, 3.265, 0.894], [2.960, 5.063, 0.289], [4.541, 6.981, 0.707], [8.775, 5.853, 2.512], [9.091, 5.866, 0.743], [6.100, 2.237, 0.935], [-0.507, 1.091, 3.755], [-1.226, 2.186, 4.591], [-1.033, 3.501, 3.982], [-1.579, 3.477, 2.620], [-0.880, 2.380, 1.777], [0.139, 1.693, 2.585], [1.117, 2.688, 3.058], [0.406, 3.768, 3.917], [-1.226, 0.349, 3.405], [0.259, 0.572, 4.337], [-0.840, 2.223, 5.612], [-2.300, 1.993, 4.652], [-1.435, 4.465, 2.176], [-2.655, 3.301, 2.690], [-0.383, 2.810, 0.904], [-1.592, 1.637, 1.410], [1.591, 3.130, 2.184], [1.887, 2.159, 3.625], [0.550, 4.765, 3.494], [0.791, 3.787, 4.938], [1.212, -2.247, -2.992], [2.212, -1.821, -2.064], [1.741, -2.044, -0.700], [3.448, -2.518, -2.258], [2.425, -0.393, -2.183], [-2.735, 5.498, -1.339], [-1.381, 5.663, -1.183], [-0.872, 4.402, -1.091], [-1.883, 3.468, -1.188], [-2.981, 4.162, -1.336], [-3.416, 6.228, -1.447], [-0.918, 6.633, -1.149], [0.159, 4.120, -0.945], [-3.973, 3.754, -1.446], [2.661, -0.780, 2.316], [3.360, -1.599, 1.877], [4.134, -2.469, 1.283], [5.269, -2.013, 0.467], [6.553, -2.618, 1.012], [6.428, -4.140, 1.116], [5.216, -4.544, 1.958], [3.946, -3.913, 1.402], [5.277, -0.924, 0.471], [5.089, -2.343, -0.561], [6.762, -2.193, 1.998], [7.383, -2.347, 0.357], [7.338, -4.567, 1.540], [6.320, -4.559, 0.110], [5.356, -4.214, 2.991], [5.103, -5.630, 1.972], [3.081, -4.103, 2.034], [3.728, -4.308, 0.405]],
  "atomic_forces_ev_per_a": [[-0.468, 0.244, 0.938], [-0.002, -0.001, 0.011], [-0.012, -0.015, -0.039], [0.046, 0.047, 0.005], [-0.002, 0.002, -0.011], [0.015, 0.012, -0.031], [0.006, 0.010, 0.017], [0.001, 0.000, 0.020], [-0.033, -0.039, 0.029], [0.038, -0.008, 0.066], [-0.019, 0.022, -0.069], [0.066, 0.043, 0.040], [0.007, -0.003, 0.060], [-0.034, -0.048, -0.005], [0.003, -0.006, -0.020], [0.005, -0.014, 0.042], [-0.038, -0.042, -0.030], [0.088, 0.085, 0.021], [-0.156, -0.328, -0.249], [-0.058, -0.179, 0.402], [0.016, 0.105, -0.211], [-0.188, -0.110, -0.218], [0.197, 0.199, 0.111], [-0.042, -0.027, -0.037], [-0.043, 0.004, -0.029], [-0.030, 0.057, -0.094], [-0.010, -0.007, 0.010], [0.008, -0.005, 0.003], [0.001, 0.009, 0.007], [0.009, 0.005, 0.008], [-0.016, -0.010, 0.000], [-0.005, 0.003, -0.007], [0.012, 0.012, -0.002], [-0.003, -0.011, -0.004], [0.004, 0.009, 0.003], [0.002, 0.020, -0.002], [0.011, -0.024, 0.023], [-0.011, -0.009, -0.048], [0.007, 0.005, 0.008], [0.010, 0.000, 0.003], [-0.114, 0.357, -0.321], [0.280, 0.258, 0.011], [0.292, -0.067, 0.035], [-0.042, -0.047, 0.001], [0.002, 0.023, 0.040], [-0.074, 0.015, -0.024], [0.001, 0.018, -0.007], [0.050, 0.011, 0.030], [-0.047, -0.031, -0.015], [0.041, 0.045, 0.025], [0.010, -0.042, -0.012], [0.001, -0.047, -0.035], [0.011, 0.008, -0.002], [0.004, -0.015, 0.004], [-0.014, -0.001, 0.029], [-0.007, -0.006, -0.041], [-0.006, 0.007, 0.008], [-0.064, 0.027, -0.015], [0.017, -0.002, -0.020], [-0.006, 0.000, -0.024], [0.032, -0.027, 0.036], [0.117, 0.005, -0.046], [0.100, 0.048, -0.111], [-0.004, 0.042, 0.050], [-0.011, -0.032, -0.012], [-0.014, -0.010, -0.003], [-0.007, 0.013, -0.008], [0.003, 0.002, 0.000], [-0.006, -0.011, -0.001], [0.010, 0.010, -0.007], [-0.004, -0.003, -0.004], [-0.043, -0.053, 0.122], [0.013, -0.002, 0.003], [-0.023, -0.002, 0.048], [-0.012, -0.005, 0.009], [0.002, 0.002, -0.014], [0.004, 0.004, 0.003], [0.179, 0.038, 0.124], [-0.011, -0.753, -0.615], [-0.101, -0.305, 0.307], [-0.173, 0.024, -0.042], [0.215, 0.473, -0.272], [-0.042, -0.022, -0.017], [0.027, -0.005, 0.015], [0.008, 0.004, -0.006], [-0.020, 0.172, 0.006], [0.032, -0.040, -0.005], [-0.017, 0.006, 0.011], [-0.006, -0.015, -0.005], [0.013, -0.064, -0.009], [0.004, 0.018, 0.000], [0.007, -0.196, 0.204], [-0.120, -0.058, -0.368], [0.099, 0.152, 0.244], [0.025, -0.030, -0.085], [0.015, -0.024, 0.011], [-0.015, 0.013, 0.004], [0.031, 0.012, -0.019], [-0.007, 0.026, -0.040], [0.002, 0.013, 0.023], [0.007, 0.029, 0.064], [0.007, -0.009, 0.007], [-0.001, -0.001, 0.002], [0.002, -0.001, 0.003], [-0.003, 0.005, 0.004], [-0.001, -0.001, -0.004], [0.001, -0.006, -0.003], [-0.004, 0.016, 0.027], [-0.024, 0.028, -0.017]],
  "e_lumo_ha": -0.001,
  "relative_energy_ev": 0.3179,
  "e_homo_ev": -7.48,
  "gap_ha": 0.2742,
  "e_tot_ha": -3381.1729,
  "fmax_ev_per_a": 1.08
}

(3)
{
  "formula": "C31H30FeO4P",
  "method": "ωB97M-V/def2-TZVPD",
  "elements": ["C", "O", "C", "C", "C", "C", "C", "C", "Fe", "C", "O", "C", "O", "C", "O", "H", "H", "H", "H", "H", "H", "H", "H", "H", "C", "C", "C", "C", "C", "P", "C", "C", "C", "C", "C", "C", "C", "C", "C", "C", "C", "C", "C", "C", "C", "C", "H", "H", "H", "H", "H", "H", "H", "H", "H", "H", "H", "H", "H", "H", "H", "H", "H", "H", "H", "H", "H"],
  "positions_angstrom": [[-2.619, 3.831, -2.903], [-1.260, 4.237, -3.081], [-0.174, 3.409, -2.980], [0.369, 2.930, -1.734], [0.674, 1.448, -1.740], [1.415, 1.072, -2.960], [1.643, 2.073, -3.898], [0.729, 3.191, -4.078], [1.747, 4.151, -2.638], [2.782, 3.999, -1.245], [3.511, 4.187, -0.364], [1.161, 5.760, -2.292], [1.112, 6.907, -2.093], [3.072, 4.738, -3.667], [3.917, 5.471, -3.984], [-3.159, 4.762, -2.734], [-2.973, 3.363, -3.827], [-2.759, 3.153, -2.051], [-0.032, 3.320, -0.788], [1.258, 1.191, -0.850], [-0.267, 0.868, -1.670], [1.764, 0.045, -3.088], [2.462, 1.979, -4.621], [0.579, 3.720, -5.033], [1.724, 2.306, 4.397], [1.309, 1.474, 3.225], [2.226, 1.204, 2.206], [1.890, 0.363, 1.156], [0.582, -0.179, 1.063], [0.246, -1.307, -0.357], [0.956, -2.834, 0.373], [0.863, -4.009, -0.403], [1.191, -5.239, 0.157], [1.634, -5.334, 1.483], [1.946, -6.670, 2.087], [1.768, -4.161, 2.227], [1.454, -2.920, 1.682], [-1.537, -1.666, -0.045], [-2.491, -0.787, -0.599], [-3.836, -0.919, -0.263], [-4.274, -1.939, 0.594], [-5.713, -2.040, 1.007], [-3.335, -2.851, 1.073], [-1.985, -2.729, 0.757], [-0.350, 0.136, 2.060], [0.023, 0.937, 3.136], [0.890, 2.440, 5.088], [2.552, 1.836, 4.940], [2.070, 3.294, 4.073], [3.220, 1.656, 2.239], [2.635, 0.135, 0.386], [0.506, -3.936, -1.433], [1.089, -6.140, -0.444], [2.300, -6.551, 3.113], [1.065, -7.320, 2.101], [2.721, -7.185, 1.512], [2.111, -4.206, 3.259], [1.569, -2.022, 2.286], [-2.158, -0.004, -1.288], [-4.560, -0.211, -0.668], [-5.863, -2.912, 1.647], [-6.025, -1.148, 1.562], [-6.376, -2.133, 0.142], [-3.651, -3.671, 1.716], [-1.276, -3.457, 1.143], [-1.365, -0.258, 2.005], [-0.697, 1.146, 3.926]],
  "atomic_forces_ev_per_a": [[0.446, -0.252, -0.080], [0.852, 0.772, -0.156], [-0.010, -0.219, 0.348], [-2.454, -0.944, 0.478], [0.178, 0.217, 0.105], [0.479, 0.649, -0.571], [-0.076, -0.149, -0.726], [-1.734, -1.778, -0.703], [-1.988, -1.376, -0.649], [3.484, 0.178, 3.799], [-1.449, -0.464, -1.319], [-0.084, 6.457, 1.550], [-0.411, -3.365, -0.546], [4.797, 2.517, -2.766], [-1.615, -1.285, 0.662], [-0.032, -0.211, 0.022], [-0.055, -0.035, 0.167], [0.148, 0.119, -0.098], [-0.245, -0.235, -0.502], [-0.104, 0.227, -0.303], [-0.129, -0.207, 0.216], [0.347, 0.439, 0.045], [-0.601, -0.227, 0.024], [0.241, -0.462, 0.535], [-0.049, 0.186, 0.176], [-0.048, -0.064, -0.010], [0.195, -0.289, -0.301], [-0.294, -0.004, 0.024], [0.676, 0.507, -0.510], [-0.892, -1.017, 3.516], [0.286, -0.131, -0.930], [0.093, -0.102, 0.211], [-0.195, 0.284, -0.355], [-0.135, -0.039, -0.160], [0.116, -0.054, 0.113], [-0.084, 0.463, -0.052], [0.200, 0.025, 0.096], [-0.234, 0.263, -1.022], [-0.071, -0.140, 0.168], [0.299, 0.165, -0.115], [0.108, 0.211, -0.079], [-0.137, -0.115, 0.034], [0.417, 0.010, -0.024], [0.080, -0.088, -0.132], [-0.084, 0.018, -0.282], [0.049, -0.131, -0.117], [0.135, 0.037, -0.019], [-0.147, 0.050, -0.108], [-0.046, -0.123, 0.035], [-0.261, -0.198, 0.036], [-0.245, 0.081, 0.284], [0.116, -0.169, 0.274], [0.044, 0.150, 0.133], [-0.031, -0.085, -0.104], [0.088, 0.136, -0.038], [-0.082, 0.051, 0.045], [-0.060, -0.037, -0.215], [-0.062, -0.299, -0.122], [-0.258, -0.219, 0.284], [0.147, -0.176, 0.073], [-0.048, 0.143, -0.079], [0.077, -0.111, -0.083], [0.110, 0.029, 0.060], [0.040, 0.190, -0.113], [-0.186, 0.179, 0.008], [0.258, 0.113, 0.047], [0.130, -0.064, -0.178]],
  "e_lumo_ha": [-0.086, -0.256],
  "e_homo_ev": [-7.60, -10.66],
  "spin_multiplicity": 5,
  "gap_ha": [0.1931, 0.1359],
  "e_tot_ha": -3104.8352,
  "fmax_ev_per_a": 6.64,
  "total_charge": 1
}

(4)
{
  "formula": "C4H7N4",
  "method": "ωB97M-V/def2-TZVPD",
  "elements": ["C", "C", "C", "C", "N", "N", "N", "N", "H", "H", "H", "H", "H", "H", "H"],
  "positions_angstrom": [[-0.335, 2.096, -0.413], [-1.208, -0.881, -0.704], [0.580, 1.019, -0.174], [0.420, -0.003, 0.884], [-1.134, 2.892, -0.493], [-0.583, -0.153, -1.502], [-0.912, -0.768, 0.605], [1.600, -0.785, 0.982], [-1.902, -1.720, -1.047], [1.617, 1.212, -0.664], [0.297, 0.577, 1.761], [-0.789, 0.089, -2.484], [-1.472, -1.419, 1.179], [2.231, -0.897, 0.220], [1.591, -1.260, 1.850]],
  "atomic_forces_ev_per_a": [[1.562, -1.634, 1.415], [-1.005, -2.089, 1.161], [-0.568, -0.685, -4.427], [0.145, -0.992, -0.661], [-1.581, 1.848, -0.366], [2.702, 2.792, -1.035], [-0.137, -0.313, -0.730], [-1.970, 1.166, 0.301], [0.553, 1.465, 0.564], [-1.817, -0.691, 1.016], [-0.601, 0.294, 1.376], [0.218, -0.525, 0.803], [1.232, 0.795, 0.379], [0.179, -0.550, -0.050], [1.088, -0.880, 0.255]],
  "e_lumo_ha": -0.221,
  "relative_energy_ev": 3.2177,
  "e_homo_ev": -14.47,
  "gap_ha": 0.3105,
  "e_tot_ha": -375.2843,
  "fmax_ev_per_a": 4.52,
  "total_charge": 1
}